# 1
{
  "formula": "C44H54BN7OP2Y",
  "method": "ωB97M-V/def2-TZVPD",
  "symbols": ["Y", "C", "C", "C", "C", "C", "C", "N", "N", "B", "N", "C", "C", "C", "N", "C", "C", "C", "N", "C", "C", "C", "N", "C", "C", "C", "H", "H", "H", "H", "H", "H", "H", "H", "H", "H", "H", "H", "H", "H", "H", "H", "H", "H", "H", "H", "H", "H", "H", "H", "H", "H", "H", "H", "C", "N", "P", "C", "C", "C", "C", "C", "C", "C", "C", "C", "C", "C", "C", "P", "C", "C", "C", "C", "C", "C", "C", "C", "C", "C", "C", "C", "H", "H", "H", "H", "H", "H", "H", "H", "H", "H", "H", "H", "H", "H", "H", "H", "H", "H", "H", "H", "H", "H", "H", "C", "O", "H", "H", "H"],
  "xyz": [[0.07937, 0.85346, 0.57449], [0.35360, 2.18995, -4.45382], [0.19215, 2.88682, -3.10241], [-1.06100, 2.46214, -2.34385], [1.43992, 2.74024, -2.27869], [2.71234, 3.24990, -2.56776], [3.44562, 3.03394, -1.42313], [2.67302, 2.38899, -0.53542], [1.44602, 2.17296, -1.07436], [2.92206, 2.34463, 0.98015], [3.02847, 0.91243, 1.56391], [4.09211, 0.41124, 2.20436], [3.70954, -0.72448, 2.88078], [2.34186, -0.85777, 2.61847], [1.94394, 0.12586, 1.80241], [1.40771, -1.86144, 3.22674], [1.55022, -1.83598, 4.75499], [1.67407, -3.27741, 2.71924], [1.78195, 3.15043, 1.68759], [1.95783, 4.19325, 2.51589], [0.74784, 4.82058, 2.71254], [-0.16465, 4.09170, 1.93806], [0.46575, 3.08545, 1.33840], [-1.61910, 4.36655, 1.66473], [-1.84463, 5.87230, 1.52068], [-2.56695, 3.77945, 2.70887], [-0.53268, 2.32574, -5.07467], [1.20586, 2.60195, -4.99305], [0.52583, 1.11763, -4.33291], [0.09222, 3.96006, -3.30254], [-1.06595, 1.38866, -2.13855], [-1.14299, 3.01713, -1.40137], [-1.96225, 2.68120, -2.91818], [3.02979, 3.76374, -3.45784], [4.44993, 3.32028, -1.16096], [3.96448, 2.87498, 1.20357], [5.04060, 0.91895, 2.15870], [4.32389, -1.34855, 3.50529], [0.39089, -1.55530, 2.96346], [2.52115, -2.23203, 5.05821], [1.46040, -0.82820, 5.15682], [0.78167, -2.45828, 5.21539], [2.74352, -3.49648, 2.71484], [1.19589, -4.01179, 3.36943], [1.29113, -3.43417, 1.71034], [2.94259, 4.43092, 2.88182], [0.56096, 5.70152, 3.30000], [-1.84646, 3.89700, 0.69875], [-1.67623, 6.38131, 2.47132], [-1.17640, 6.31160, 0.78027], [-2.87341, 6.07355, 1.22140], [-2.35010, 4.18392, 3.69943], [-3.59516, 4.04687, 2.46007], [-2.49451, 2.69426, 2.74896], [-0.61434, -3.86937, -1.55640], [-0.66466, -2.48490, -1.08350], [-1.24456, -1.91544, 0.44579], [-2.23163, -3.27922, 1.12159], [-3.36920, -3.75837, 0.46980], [-4.10420, -4.78675, 1.02798], [-3.72481, -5.33262, 2.24807], [-2.61068, -4.84874, 2.91256], [-1.86162, -3.82437, 2.34777], [-2.62218, -0.78035, -0.02897], [-3.05139, -0.66250, -1.34902], [-4.14356, 0.12780, -1.67176], [-4.83155, 0.79276, -0.66681], [-4.43176, 0.65444, 0.65576], [-3.33327, -0.12828, 0.97990], [0.21873, -1.24531, -1.82023], [-0.02103, -1.53108, -3.59598], [-1.13461, -1.01582, -4.26194], [-1.34506, -1.29724, -5.60142], [-0.44006, -2.08914, -6.29433], [0.67260, -2.60014, -5.64565], [0.87938, -2.32607, -4.30352], [1.99976, -1.53791, -1.58496], [2.89504, -0.65953, -2.19780], [4.24717, -0.73327, -1.91693], [4.72398, -1.67456, -1.01405], [3.84249, -2.54671, -0.39757], [2.48503, -2.47820, -0.68254], [-0.99223, -3.92571, -2.57895], [-1.23513, -4.50069, -0.92641], [0.40570, -4.26315, -1.54181], [-3.68326, -3.31536, -0.46792], [-4.98289, -5.16132, 0.52001], [-4.30975, -6.13283, 2.68171], [-2.32360, -5.26250, 3.86991], [-0.99484, -3.43929, 2.86648], [-2.53958, -1.22069, -2.12238], [-4.46470, 0.20770, -2.70253], [-5.68812, 1.40738, -0.91011], [-4.97937, 1.15551, 1.44327], [-3.01956, -0.22116, 2.00953], [-1.83286, -0.37383, -3.74023], [-2.21015, -0.89026, -6.10787], [-0.60147, -2.30616, -7.34189], [1.38048, -3.21529, -6.18487], [1.75071, -2.72679, -3.80290], [2.53613, 0.09458, -2.89000], [4.93112, -0.04879, -2.40124], [5.78225, -1.72647, -0.79494], [4.20444, -3.28535, 0.30571], [1.80352, -3.16409, -0.19574], [-0.72785, 1.05780, 3.69969], [-0.90801, 0.72968, 2.35920], [-1.53174, 0.65802, 4.33093], [-0.69013, 2.14380, 3.84810], [0.22315, 0.65441, 4.06851]],
  "gap_ev": 8.68,
  "max_force_ev_per_a": 0.6,
  "charge": 1,
  "homo_energy_ev": -10.696
}

=====

# 2
{
  "formula": "C38H53BN9O2Tb",
  "method": "ωB97M-V/def2-TZVPD",
  "symbols": ["Tb", "O", "C", "C", "C", "C", "C", "C", "C", "N", "N", "C", "O", "C", "C", "C", "C", "C", "C", "H", "H", "H", "H", "H", "H", "H", "H", "H", "H", "C", "C", "C", "C", "N", "N", "B", "N", "N", "C", "C", "C", "C", "C", "C", "C", "C", "N", "N", "C", "C", "C", "C", "C", "C", "C", "C", "C", "C", "C", "C", "H", "H", "H", "H", "H", "H", "H", "H", "H", "H", "H", "H", "H", "H", "H", "H", "H", "H", "H", "H", "H", "H", "H", "H", "H", "H", "H", "H", "H", "H", "H", "H", "H", "H", "H", "H", "H", "H", "H", "H", "N", "H", "H", "H"],
  "xyz": [[-0.21618, 0.08765, -0.37729], [1.77698, 0.35468, -1.38509], [2.41677, 0.22310, -2.48917], [3.78788, 0.63197, -2.57218], [4.37921, 0.84136, -3.78770], [3.71429, 0.47869, -5.00704], [2.47752, -0.11180, -4.99468], [1.74719, -0.17779, -3.74714], [0.50400, -0.80147, -3.70441], [-0.26180, -1.02471, -2.62898], [-1.24048, -1.91933, -2.80181], [-2.19967, -1.88185, -1.89838], [-2.12687, -1.20072, -0.82088], [-3.33634, -2.68711, -2.31448], [-3.28850, -3.50207, -3.46799], [-4.45828, -4.13889, -3.90232], [-5.62684, -4.02834, -3.17651], [-5.66465, -3.24960, -2.01544], [-4.53897, -2.58429, -1.57343], [4.34658, 0.79591, -1.66965], [5.38582, 1.22191, -3.88938], [4.20435, 0.63021, -5.97006], [1.96207, -0.48310, -5.87651], [0.09593, -1.17155, -4.65974], [-2.34609, -3.74946, -3.99810], [-4.37313, -4.66376, -4.83208], [-6.56053, -4.46609, -3.53009], [-6.59679, -3.17433, -1.51705], [-4.54215, -1.89258, -0.71628], [3.53013, 3.04932, 3.15699], [2.52551, 3.00868, 2.04752], [2.47162, 3.98814, 1.02590], [1.43041, 3.65693, 0.15641], [0.77100, 2.52093, 0.60491], [1.46853, 2.15077, 1.78591], [1.16697, 0.80825, 2.70945], [-0.39249, 0.59510, 2.87273], [-1.34824, 0.53241, 1.88275], [-2.54065, 0.22640, 2.49867], [-2.29665, -0.02487, 3.87726], [-0.93526, 0.20275, 4.07278], [-0.26902, 0.07643, 5.43741], [-3.91483, 0.04303, 1.91314], [-3.99456, 0.80049, 0.55051], [-4.14579, -1.47383, 1.77656], [-5.06359, 0.62647, 2.80595], [1.82729, -0.47149, 2.22376], [1.15306, -1.35876, 1.28065], [1.98639, -2.41528, 1.09059], [3.18044, -2.20113, 1.82547], [3.03105, -0.99760, 2.54950], [4.03424, -0.54359, 3.59064], [1.76865, -3.62980, 0.27066], [2.50684, -3.53553, -1.07822], [0.25831, -3.82341, -0.02742], [2.28772, -4.87254, 0.99384], [1.13360, 4.62015, -0.95760], [2.42238, 4.75084, -1.81720], [-0.01475, 4.23168, -1.85175], [0.78824, 5.99650, -0.40939], [3.39294, 3.93736, 3.78138], [4.55814, 3.07884, 2.80105], [3.39110, 2.21699, 3.84334], [3.10504, 4.84730, 0.96209], [1.56012, 1.12264, 3.81483], [-3.07782, -0.27888, 4.59695], [-1.03881, -0.26682, 6.14221], [0.02630, 1.06674, 5.81536], [0.58452, -0.56517, 5.43451], [-3.20766, 0.45066, -0.14173], [-3.87089, 1.88900, 0.67954], [-4.90523, 0.62475, -0.05186], [-3.39601, -1.89274, 1.07179], [-5.16365, -1.77102, 1.49087], [-3.96841, -1.96308, 2.74837], [-4.84888, 1.66282, 3.02021], [-5.18666, 0.13284, 3.78398], [-6.03415, 0.63489, 2.23600], [3.97214, -2.88739, 1.92495], [4.45456, -1.40609, 4.13626], [3.57130, 0.18073, 4.28777], [4.87997, -0.03278, 3.09442], [1.98445, -2.86349, -1.77381], [2.53009, -4.52392, -1.53446], [3.55250, -3.13562, -0.92421], [-0.08694, -3.08374, -0.75858], [-0.33941, -3.79380, 0.89203], [0.15084, -4.80165, -0.51302], [3.37236, -4.93137, 0.96041], [1.90867, -5.75199, 0.43738], [1.92959, -4.96335, 2.03915], [2.75040, 3.74841, -2.14021], [3.18784, 5.24704, -1.21601], [2.23676, 5.30258, -2.73179], [0.19338, 3.36900, -2.50880], [-0.25222, 5.04743, -2.55508], [-0.87976, 3.99054, -1.25567], [1.58268, 6.44644, 0.22352], [-0.12280, 5.95784, 0.22210], [0.63514, 6.74649, -1.22188], [-1.74445, 1.42545, -1.98150], [-1.02766, 1.97958, -2.46895], [-2.40588, 2.06875, -1.53864], [-2.20141, 0.84371, -2.65881]],
  "e_above_lowest_ev": 0.5900,
  "s_squared": 12.68,
  "gap_ev": [6.93, 6.96],
  "multiplicity": 7,
  "max_force_ev_per_a": 3.2,
  "homo_energy_ev": [-6.872, -6.872]
}

=====

# 3
{
  "formula": "C6H14N2O",
  "method": "ωB97M-V/def2-TZVPD",
  "symbols": ["C", "C", "O", "N", "H", "H", "H", "H", "H", "C", "C", "C", "N", "C", "H", "H", "H", "H", "H", "H", "H", "H", "H"],
  "xyz": [[1.88291, 1.59860, -0.12258], [1.13740, -0.83699, 0.69332], [1.01850, 0.50571, -0.40225], [1.84401, -1.90111, 0.40275], [2.04089, -2.41426, 1.26239], [1.47766, -0.25290, 1.56211], [1.62564, 2.11260, 0.81049], [1.89216, 2.28061, -0.97416], [2.89901, 1.21746, 0.00280], [-1.14426, 0.12437, -1.71615], [-1.35867, 1.43373, 0.45019], [-0.77783, 0.25089, -0.27025], [-0.82412, -2.24896, -0.02730], [-0.52385, -0.95563, 0.54436], [-1.76031, -2.62648, 0.02888], [-0.23437, -2.91142, 0.49355], [-0.87969, -0.85083, 1.57339], [-0.58291, -0.68330, -2.18202], [-2.21329, -0.10341, -1.80110], [-2.44800, 1.32553, 0.50490], [-0.98335, 1.50292, 1.47293], [-1.12227, 2.36845, -0.06255], [-0.96525, 1.06440, -2.24370]],
  "e_above_lowest_ev": 5.3359,
  "gap_ev": 7.76,
  "max_force_ev_per_a": 1.2,
  "homo_energy_ev": -7.068
}

=====

# 4
{
  "formula": "C4H13NO2",
  "method": "ωB97M-V/def2-TZVPD",
  "symbols": ["C", "C", "N", "C", "C", "H", "H", "H", "H", "H", "H", "H", "H", "H", "H", "H", "O", "H", "H", "O"],
  "xyz": [[1.23371, -2.96905, 1.66713], [0.35911, -2.15639, 0.85898], [-0.59908, -1.25734, 1.32555], [-0.23748, 0.23167, 1.34940], [-0.54393, 1.01593, 2.58973], [2.26292, -2.98823, 1.25849], [1.00277, -3.18762, 2.68791], [0.52387, -2.12012, -0.32264], [-1.25016, -1.47324, 2.10491], [-0.58008, 0.71720, 0.32371], [0.96781, 0.28888, 1.09399], [0.22986, 1.79258, 2.76463], [-0.75355, 0.38254, 3.58047], [-1.48927, 1.55235, 2.51326], [1.23417, 2.61480, -4.13749], [2.19313, 2.13248, -2.99793], [1.24375, 2.17648, -3.27862], [-2.17602, 1.06724, -2.50478], [-0.60279, 1.30866, -2.90911], [-1.52344, 1.57113, -3.16209]],
  "e_above_lowest_ev": 3.5786,
  "smiles": "C=CNCC.O.O",
  "gap_ev": 8.61,
  "max_force_ev_per_a": 5.3,
  "homo_energy_ev": -8.023
}